The molecule C23H35N3O2. Source: the Open Molecules 2025 dataset; level of theory: ωB97M-V/def2-TZVPD.

Bonds (Å) are listed after each position.
Cartesian coordinates (Å):
1 C 2.988 -3.356 -0.582  C2 1.524, H29 1.088, H30 1.088, H31 1.088
2 C 1.651 -3.515 -1.295  C1 1.524, C3 1.536, H32 1.090, H33 1.091
3 C 1.151 -2.194 -1.899  C2 1.536, C4 1.540, N8 1.459, H34 1.095
4 C 1.823 -1.862 -3.245  C3 1.540, C5 1.527, H35 1.091, H36 1.093
5 C 1.303 -2.735 -4.384  C4 1.527, C6 1.525, H37 1.092, H38 1.093
6 C -0.218 -2.650 -4.442  C5 1.525, C7 1.532, H39 1.093, H40 1.091
7 C -0.789 -3.037 -3.075  C6 1.532, N8 1.449, H41 1.093, H42 1.094
8 N -0.305 -2.207 -1.990  C3 1.459, C7 1.449, C9 1.451
9 C -0.906 -0.889 -1.903  N8 1.451, C10 1.532, H43 1.092, H44 1.101
10 C -1.142 -0.518 -0.435  C9 1.532, C11 1.521, H45 1.091, H46 1.092
11 C -1.699 0.891 -0.296  C10 1.521, N12 1.447, H47 1.098, H48 1.093
12 N -1.911 1.211 1.098  C11 1.447, C13 1.345, H49 1.009
13 C -2.700 2.226 1.493  N12 1.345, O14 1.212, C15 1.535
14 O -3.385 2.889 0.743  C13 1.212
15 C -2.727 2.428 3.014  C13 1.535, C16 1.542, N20 1.446, H50 1.100
16 C -3.480 1.275 3.709  C15 1.542, C17 1.527, H51 1.091, H52 1.088
17 C -2.680 1.003 4.981  C16 1.527, C18 1.519, H53 1.092, H54 1.088
18 C -1.319 1.629 4.727  C17 1.519, O19 1.210, N20 1.353
19 O -0.319 1.495 5.396  C18 1.210
20 N -1.412 2.392 3.614  C15 1.446, C18 1.353, C21 1.449
21 C -0.366 3.312 3.214  N20 1.449, C22 1.507, H55 1.094, H56 1.096
22 C 0.466 2.789 2.071  C21 1.507, C23 1.387, C28 1.390
23 C 0.519 3.450 0.852  C22 1.387, C24 1.383, H57 1.080
24 C 1.293 2.952 -0.180  C23 1.383, C25 1.390, H58 1.081
25 C 2.028 1.782 -0.024  C24 1.390, C26 1.498, C27 1.389
26 C 2.882 1.273 -1.144  C25 1.498, H59 1.089, H60 1.087, H61 1.090
27 C 1.962 1.118 1.194  C25 1.389, C28 1.383, H62 1.081
28 C 1.195 1.616 2.232  C22 1.390, C27 1.383, H63 1.081
29 H 3.311 -4.308 -0.166  C1 1.088
30 H 2.906 -2.640 0.233  C1 1.088
31 H 3.758 -3.009 -1.268  C1 1.088
32 H 1.747 -4.277 -2.068  C2 1.090
33 H 0.900 -3.857 -0.580  C2 1.091
34 H 1.407 -1.401 -1.188  C3 1.095
35 H 2.904 -1.971 -3.148  C4 1.091
36 H 1.619 -0.816 -3.490  C4 1.093
37 H 1.600 -3.774 -4.227  C5 1.092
38 H 1.742 -2.406 -5.329  C5 1.093
39 H -0.522 -1.630 -4.690  C6 1.093
40 H -0.611 -3.317 -5.211  C6 1.091
41 H -1.881 -2.985 -3.086  C7 1.093
42 H -0.508 -4.070 -2.849  C7 1.094
43 H -1.868 -0.901 -2.419  C9 1.092
44 H -0.289 -0.107 -2.373  C9 1.101
45 H -1.831 -1.241 0.003  C10 1.091
46 H -0.197 -0.580 0.108  C10 1.092
47 H -1.003 1.613 -0.743  C11 1.098
48 H -2.661 0.993 -0.805  C11 1.093
49 H -1.267 0.807 1.762  N12 1.009
50 H -3.209 3.397 3.204  C15 1.100
51 H -3.479 0.395 3.064  C16 1.091
52 H -4.514 1.545 3.911  C16 1.088
53 H -3.112 1.501 5.852  C17 1.092
54 H -2.583 -0.055 5.216  C17 1.088
55 H -0.824 4.269 2.946  C21 1.094
56 H 0.275 3.449 4.092  C21 1.096
57 H -0.049 4.358 0.708  C23 1.080
58 H 1.332 3.481 -1.122  C24 1.081
59 H 2.315 1.231 -2.073  C26 1.089
60 H 3.270 0.281 -0.925  C26 1.087
61 H 3.726 1.943 -1.304  C26 1.090
62 H 2.528 0.209 1.339  C27 1.081
63 H 1.165 1.103 3.182  C28 1.081

Properties
F_max = 0.57 eV Å⁻¹
Kohn-Sham gap = 0.3284 Eh
Energy above the lowest of the compared OMol25 structures with the same formula, charge and spin = 1.5 kcal per mole
SMILES string = CC[C@H]1CCCCN1CCCNC(=O)[C@H]1CCC(=O)N1Cc1ccc(C)cc1
DFT total energy = -32986.262 eV